18
Properties=species:S:1:pos:R:3:forces:R:3 method="wB97M-V/def2-TZVPD" smiles="C=NC(=C)CC.O" e_homo_ev=-8.779 orbital_gap_ev=9.14 energy_ev=-8898.23622 lumo_ev=0.36
O 2.7526 -2.9920 3.1089 -0.3964 -0.3516 0.0383
N -1.4123 -0.3372 -1.3199 0.7393 0.4353 -1.7423
C -0.3771 0.3785 -0.6601 -1.2773 0.4380 3.0442
C -1.0541 1.3257 0.3399 0.2070 -0.0822 0.7795
C 0.9253 0.1984 -0.4335 1.0931 -1.7102 -0.9472
C -0.4604 2.7383 0.3857 -0.1080 -0.5704 -1.0297
C -1.1608 -0.7253 -2.5033 0.3776 0.6663 0.5253
H -2.1258 1.3393 0.1447 0.0282 0.0724 -0.0603
H 1.2967 0.1381 0.5746 0.0045 1.7182 0.5409
H 1.8423 -2.7357 2.9159 0.1469 0.1791 -0.0305
H 0.5792 2.6929 0.6919 0.0696 0.1353 0.2139
H -0.9232 0.9222 1.3516 -0.1943 -0.2600 -0.0559
H 2.6514 -3.9242 3.3458 0.2418 0.1766 -0.0155
H 1.7100 -0.2664 -1.0288 -0.7999 -0.5743 -0.6267
H -0.4681 3.1208 -0.6362 0.0223 0.3341 0.0160
H -0.1372 -0.5688 -2.8480 -0.2434 -0.1469 -0.7986
H -1.0393 3.4006 1.0163 -0.0165 0.1089 0.2148
H -1.9629 -1.0925 -3.1255 0.1055 -0.5688 -0.0661

---

18
Properties=species:S:1:pos:R:3:forces:R:3 method="wB97M-V/def2-TZVPD" e_homo_ev="-7.056 / -7.055" orbital_gap_ev="6.80 / 6.80" energy_ev=-8898.23521 lumo_ev="-0.26 / -0.26"
O 1.0246 1.1640 1.3979 -0.0999 -0.1112 -0.1718
N 1.5116 -0.4912 -0.1221 0.2838 0.0833 0.0121
C -0.7941 -0.0225 0.3602 0.0131 0.0068 0.1323
C -1.8728 0.8094 0.9945 -0.0351 0.0809 0.0532
C 0.4984 0.3083 0.6649 -0.0643 -0.1169 -0.1145
C 2.7468 -0.1724 -0.0480 -0.2225 -0.0626 0.0405
C -1.2910 -1.1524 -0.5045 0.0701 -0.0715 -0.0415
H -1.4335 1.6475 1.5393 -0.0718 -0.1148 -0.0563
H -0.5288 -1.8499 -0.8738 -0.1158 0.1264 0.0674
H -1.8333 -0.7792 -1.3860 0.0758 -0.0191 0.1418
H -2.5640 1.2086 0.2383 0.1001 -0.0765 0.0739
H -2.0052 -1.7694 0.0599 0.1061 0.1123 -0.0814
H 0.6361 1.3354 -2.4949 -0.0370 0.0055 0.0071
H 2.9722 0.6394 0.6398 -0.0153 -0.0711 -0.0537
H 0.2305 1.1966 -1.8839 0.0315 0.0322 -0.0549
H 1.2083 -1.2234 -0.7545 0.0011 0.1219 0.0972
H 3.4913 -0.6890 -0.6429 -0.1181 0.0202 0.0549
H -2.4808 0.2210 1.6975 0.0981 0.0542 -0.1063

---

Sequential M output: 101.15; 101.15 g mol⁻¹